(1)
Formula: C17H18N8O2S
Source: the OMol25 dataset
Level of theory: ωB97M-V with the def2-TZVPD basis set

Properties
SMILES: CCOC(=O)c1cnc(SCc2nc(N)nc(Nc3ccccc3)n2)nc1N
ΔE to the lowest compared entry with this formula, charge and spin: 370.1 kcal per mole
Strongest force on any atom: 0.340 Eh/bohr
Frontier orbital gap: 0.27743 Ha

Structure (ORCA input):
```
! RIJCOSX wB97M-V def2-TZVPD def2/J DEFGRID3
* xyz 0 1
C -1.92 -3.99 -1.13
C -1.12 -3.14 -0.19
O -1.43 -1.88 -0.49
C -0.55 -1.30 -1.44
O 0.30 -1.88 -2.26
C -0.97 0.10 -1.37
C -1.85 0.72 -0.55
N -1.97 2.15 -0.59
C -1.08 2.74 -1.18
S -1.13 4.62 -1.31
C -1.38 4.62 0.58
C -0.89 3.51 1.46
N -1.27 2.92 2.38
C -0.86 1.79 2.93
N -1.69 1.16 4.11
N 0.27 1.06 2.31
C 0.60 1.70 1.25
N 1.67 1.22 0.72
C 2.19 -0.15 0.38
C 1.71 -1.04 1.29
C 2.02 -2.43 1.25
C 2.75 -2.82 0.05
C 3.29 -1.74 -0.78
C 2.85 -0.48 -0.77
N 0.43 2.98 0.85
N -0.39 2.19 -2.20
C -0.32 1.01 -2.49
N 0.70 0.54 -3.15
H -3.01 -3.80 -1.10
H -1.76 -3.98 -2.12
H -1.94 -4.97 -0.99
H -0.08 -3.39 -0.30
H -1.34 -3.44 0.83
H -2.36 0.16 0.05
H -0.90 5.70 0.90
H -2.25 4.55 0.88
H -1.23 0.41 4.25
H -2.35 1.71 4.10
H 2.17 1.75 -0.08
H 1.05 -0.84 2.19
H 1.99 -3.08 1.83
H 2.99 -3.81 -0.05
H 3.95 -2.01 -1.47
H 3.20 0.28 -1.41
H 0.70 -0.53 -3.25
H 1.25 1.13 -3.93
*
```

***

(2)
Formula: InO4P
Source: the OMol25 dataset
Level of theory: ωB97M-V with the def2-TZVPD basis set

Properties
ΔE to the lowest compared entry with this formula, charge and spin: 68.6 kcal per mole
Strongest force on any atom: 0.129 Eh/bohr
Frontier orbital gap: 0.21956 Ha

Structure (ORCA input):
```
! RIJCOSX wB97M-V def2-TZVPD def2/J DEFGRID3
* xyz 0 1
In 2.07 0.67 1.41
P -0.21 -0.31 -0.08
O 0.28 0.91 0.76
O 0.45 -0.30 -1.57
O -1.25 0.57 -0.73
O -1.33 -1.54 0.22
*
```

***

(3)
Formula: C6H11FNOS
Source: the OMol25 dataset
Level of theory: ωB97M-V with the def2-TZVPD basis set

Properties
ΔE to the lowest compared entry with this formula, charge and spin: 0.0 kcal per mole
Strongest force on any atom: 0.011 Eh/bohr
Frontier orbital gap: 0.39523 Ha

Structure (ORCA input):
```
! RIJCOSX wB97M-V def2-TZVPD def2/J DEFGRID3
* xyz 1 1
O 2.51 -1.58 0.22
C 2.05 -0.39 -0.04
N 0.77 -0.20 -0.19
C -0.26 -1.23 0.06
C -1.50 -0.65 0.74
C -2.67 -0.34 -0.20
F -3.65 -1.29 -0.04
C 0.50 1.16 -0.71
C 1.52 2.01 0.03
S 3.04 1.02 -0.24
H 3.39 -1.56 0.64
H 0.20 -1.98 0.68
H -0.51 -1.69 -0.90
H -1.24 0.25 1.30
H -1.87 -1.39 1.45
H -3.11 0.64 0.00
H -2.37 -0.37 -1.25
H -0.54 1.46 -0.61
H 0.77 1.14 -1.77
H 1.61 3.04 -0.29
H 1.36 1.95 1.11
*
```